Below is C32H58ClFGaO33S8 as an isolated structure at a distorted geometry, with properties calculated with ωB97M-V/def2-TZVPD.

Element x y z (Å)
C: -1.33 3.15 0.90
C: -1.89 1.78 1.44
F: -1.06 0.72 0.96
C: -2.03 1.77 3.01
Ga: -1.68 -0.14 3.80
C: -2.82 -1.41 2.60
C: -2.62 -2.94 2.94
C: -1.53 -3.63 2.01
Cl: -1.67 -5.46 2.11
C: 0.33 -0.48 3.55
C: 1.04 -1.34 4.67
C: 0.14 -2.50 5.26
O: 2.28 -1.99 4.26
C: 3.15 -1.11 3.57
C: 3.12 -1.34 2.01
C: 2.48 -2.60 1.59
C: 2.33 -2.93 0.17
C: 2.87 -1.94 -0.78
C: 3.51 -0.71 -0.37
C: 3.64 -0.38 1.06
H: -1.93 4.03 1.31
H: -0.25 3.31 1.17
H: -1.37 3.21 -0.23
H: -2.94 1.70 1.02
H: -1.16 2.38 3.38
H: -3.02 2.18 3.33
H: -2.20 -0.27 5.32
H: -2.63 -1.22 1.51
H: -3.91 -1.16 2.83
H: -3.58 -3.48 2.71
H: -2.37 -3.05 4.03
H: -0.52 -3.26 2.30
H: -1.70 -3.35 0.95
H: 0.91 0.49 3.48
H: 0.46 -0.99 2.55
H: 1.27 -0.65 5.53
H: -0.06 -3.25 4.45
H: -0.78 -2.11 5.76
H: 0.77 -2.98 6.06
H: 3.00 -0.02 3.82
H: 4.20 -1.36 3.92
H: 2.04 -3.33 2.30
H: 1.82 -3.86 -0.19
H: 2.75 -2.17 -1.87
H: 3.88 0.04 -1.11
H: 4.09 0.57 1.44
C: -5.72 5.82 -0.39
C: -4.45 6.61 -0.15
O: -4.43 6.85 1.26
S: -5.12 5.61 2.02
O: -4.09 4.73 2.47
O: -6.13 6.12 2.88
O: -5.83 4.94 0.73
H: -6.60 6.47 -0.40
H: -5.68 5.24 -1.32
H: -4.44 7.54 -0.71
H: -3.57 6.02 -0.41
C: -8.31 0.41 2.56
C: -7.96 0.23 4.03
O: -7.93 -1.18 4.23
S: -7.44 -1.91 2.87
O: -6.05 -2.18 2.99
O: -8.39 -2.91 2.53
O: -7.63 -0.64 1.88
H: -9.39 0.27 2.40
H: -8.00 1.38 2.17
H: -8.68 0.71 4.69
H: -6.96 0.62 4.24
C: 6.82 -0.68 -2.59
C: 5.85 -1.52 -3.41
O: 5.79 -0.87 -4.68
S: 7.22 -0.21 -5.01
O: 7.95 -1.10 -5.84
O: 7.02 1.16 -5.34
O: 7.84 -0.29 -3.52
H: 6.34 0.22 -2.21
H: 7.25 -1.24 -1.76
H: 4.86 -1.56 -2.95
H: 6.22 -2.53 -3.56
C: 4.80 5.20 -3.89
C: 6.17 4.61 -4.15
O: 6.59 4.08 -2.89
S: 5.29 3.56 -2.09
O: 5.17 2.15 -2.29
O: 5.30 4.14 -0.79
O: 4.17 4.29 -2.98
H: 4.87 6.17 -3.40
H: 4.21 5.30 -4.80
H: 6.88 5.36 -4.51
H: 6.12 3.79 -4.87
C: 1.62 1.67 -6.33
C: 3.12 1.66 -6.58
O: 3.31 2.56 -7.68
S: 2.20 3.73 -7.61
O: 2.80 4.86 -6.98
O: 1.54 3.80 -8.86
O: 1.22 3.02 -6.54
H: 1.10 1.04 -7.05
H: 1.37 1.34 -5.32
H: 3.49 0.67 -6.82
H: 3.66 2.05 -5.72
C: -3.58 2.63 -4.86
C: -3.74 3.79 -5.82
O: -4.63 4.69 -5.16
S: -4.40 4.59 -3.56
O: -3.54 5.65 -3.16
O: -5.66 4.35 -2.94
O: -3.55 3.22 -3.56
H: -4.44 1.95 -4.91
H: -2.66 2.06 -5.04
H: -4.14 3.48 -6.78
H: -2.79 4.31 -5.97
C: -2.57 -6.62 6.01
C: -4.00 -6.10 5.96
O: -4.28 -5.65 7.29
S: -2.92 -5.10 7.96
O: -2.89 -3.68 7.83
O: -2.73 -5.76 9.21
O: -1.88 -5.72 6.88
H: -2.53 -7.62 6.45
H: -2.10 -6.63 5.03
H: -4.71 -6.86 5.65
H: -4.08 -5.24 5.29
C: 4.79 -6.45 -1.31
C: 4.91 -5.00 -0.86
O: 5.93 -4.44 -1.68
S: 5.89 -5.15 -3.13
O: 5.15 -4.32 -4.02
O: 7.20 -5.62 -3.44
O: 4.96 -6.40 -2.73
H: 5.59 -7.06 -0.89
H: 3.83 -6.88 -1.06
H: 5.17 -4.92 0.19
H: 3.99 -4.45 -1.05

HOMO energy: -4.627 eV
2S+1: 1
charge: -1
HOMO-LUMO gap: 0.2149 hartree
LUMO level: 1.22 eV

Below is a 40-piece molecular cluster, H80O40 overall at a distorted geometry, with properties calculated with ωB97M-V/def2-TZVPD.

Element x y z (Å)
H: -0.90 3.82 0.75
H: 0.65 4.08 1.43
O: 0.11 3.72 0.71
H: 2.71 2.22 -5.11
H: 3.02 3.17 -3.98
O: 3.35 2.47 -4.51
H: -4.90 0.97 1.47
H: -3.28 0.90 1.45
O: -4.04 1.11 1.02
H: -1.88 2.00 3.70
H: -1.00 0.89 3.10
O: -1.93 1.31 3.04
H: -0.99 1.44 -3.03
H: -0.40 0.54 -2.02
O: -0.21 0.87 -2.94
H: 0.50 0.66 -6.50
O: 1.05 1.29 -5.93
H: 1.18 -1.43 2.31
O: 0.38 -1.90 2.03
H: 1.98 -0.01 4.82
H: 3.49 -0.39 4.51
O: 2.89 -0.18 5.24
H: 3.43 2.31 4.46
H: 3.59 1.80 2.99
O: 3.19 2.45 3.57
H: -0.01 -3.41 0.12
H: 0.52 -4.84 -0.20
O: 0.66 -4.10 0.28
H: 3.95 -4.56 -0.23
H: 3.28 -5.33 0.87
O: 3.55 -4.38 0.63
H: 1.35 2.09 2.94
O: 0.59 2.46 3.41
H: 3.65 -3.28 3.01
H: 2.24 -2.99 3.68
O: 3.04 -2.62 3.24
H: -2.61 3.26 -3.34
H: -2.90 1.70 -3.49
O: -2.39 2.46 -3.87
H: 1.72 2.78 1.69
H: 2.72 2.17 0.95
O: 1.93 1.86 1.43
H: 6.11 3.14 1.15
H: 4.96 3.00 0.20
O: 5.18 2.97 1.07
H: -3.15 -5.82 -0.58
H: -4.28 -5.19 0.09
O: -4.01 -5.57 -0.75
H: 1.27 0.58 -2.25
H: 2.93 0.36 -2.10
O: 2.13 0.73 -1.79
H: -5.30 -1.22 1.62
O: -5.60 -2.04 1.26
H: 5.49 -0.53 1.01
H: 4.79 0.59 0.31
O: 5.36 -0.18 0.07
H: -2.49 2.72 -1.57
O: -3.32 3.32 -1.66
H: -2.76 -1.05 2.91
H: -1.92 -1.55 1.86
O: -2.88 -1.71 2.10
H: 0.61 1.62 -1.31
H: -0.01 2.09 -0.18
O: -0.31 1.76 -0.99
H: -4.92 -0.95 -2.83
H: -5.56 -0.29 -1.64
O: -4.84 -0.85 -1.88
H: -2.48 -1.95 -1.34
H: -2.95 -1.05 -0.32
O: -2.17 -1.16 -0.93
H: 5.15 -2.57 0.65
H: 3.95 -1.83 1.49
O: 4.90 -2.18 1.50
H: 1.05 -1.98 -3.15
H: 1.39 -3.25 -3.88
O: 0.60 -2.78 -3.57
H: -1.50 -0.53 4.97
H: -1.62 -2.01 4.20
O: -1.83 -1.10 4.28
H: 0.63 -0.54 5.98
H: 0.94 0.80 5.71
O: 0.31 0.17 5.41
H: 4.01 -0.13 1.95
H: 2.58 -0.05 1.82
O: 3.23 0.10 2.52
H: 2.50 -2.64 -1.08
H: 1.59 -1.50 -0.94
O: 2.37 -1.76 -1.36
H: -0.24 -3.59 3.13
O: 0.08 -3.24 4.01
H: -2.05 -4.74 -2.91
H: -0.87 -4.03 -3.56
O: -1.27 -4.88 -3.46
H: -4.79 -2.54 1.11
H: 0.38 1.73 -5.35
H: -3.35 3.87 -0.89
H: 0.67 -2.62 1.58
H: 0.85 3.25 3.96
H: 0.28 -4.05 4.60
O: -5.01 0.17 3.82
H: -4.73 -0.64 4.23
H: -4.13 0.55 3.58
O: -5.64 1.73 -1.90
H: -4.81 1.89 -1.41
H: -6.30 2.11 -1.37
O: -1.39 -1.70 -6.04
H: -1.81 -1.30 -5.27
H: -0.93 -2.42 -5.50
O: 1.46 3.76 -2.96
H: 0.52 3.51 -3.25
H: 1.46 4.74 -3.01
O: -0.97 4.92 -2.15
H: -0.14 4.74 -1.64
H: -1.11 4.19 -2.72
O: 3.62 3.40 -1.47
H: 3.96 2.79 -2.10
H: 2.67 3.15 -1.38
O: -3.15 -0.11 -4.79
H: -3.96 0.37 -4.68
H: -2.72 -0.45 -3.94

HOMO energy: -10.470 eV
relative energy (zero: lowest compared OMol25 entry of this formula, charge and spin): 274.9 kcal/mol
2S+1: 1
charge: 0
HOMO-LUMO gap: 0.3600 hartree
LUMO level: -0.67 eV

Below is C17H36BHgN3O3V as an isolated structure at a distorted geometry, with properties calculated with ωB97M-V/def2-TZVPD.

Element x y z (Å)
N: 0.33 1.48 0.85
C: -0.40 3.66 3.21
O: 0.49 4.16 3.70
Hg: 2.53 1.49 0.23
V: 0.00 0.00 0.00
N: 1.53 0.07 -1.53
N: -1.92 0.05 -0.70
C: 1.47 0.99 -2.70
C: -2.98 1.10 -0.65
C: 2.74 0.88 -3.57
C: 0.23 0.68 -3.57
C: 1.36 2.44 -2.20
C: -3.40 1.30 0.83
C: -4.22 0.70 -1.49
C: -2.44 2.42 -1.21
H: 3.64 0.70 -2.94
H: 2.90 1.82 -4.14
H: 2.68 0.06 -4.31
H: 0.24 -0.37 -3.92
H: 0.18 1.33 -4.46
H: -0.69 0.83 -2.97
H: 0.51 2.57 -1.51
H: 1.23 3.14 -3.05
H: 2.29 2.77 -1.69
H: -3.69 0.33 1.29
H: -4.26 1.99 0.92
H: -2.55 1.71 1.40
H: -4.77 -0.15 -1.05
H: -3.92 0.43 -2.52
H: -4.92 1.55 -1.55
H: -3.20 3.21 -1.14
H: -2.16 2.29 -2.28
H: -1.53 2.73 -0.67
C: 1.93 -1.30 -1.88
H: 2.33 -1.81 -0.98
H: 1.10 -1.93 -2.28
H: 2.74 -1.33 -2.64
C: -2.37 -1.27 -1.11
H: -1.55 -2.00 -0.99
H: -3.23 -1.65 -0.52
H: -2.66 -1.32 -2.18
C: 0.83 -4.02 2.62
C: 0.55 -2.69 3.37
C: -0.09 -3.04 4.73
O: -0.35 -1.95 2.59
B: 0.56 -1.10 1.82
O: 1.95 -1.11 2.28
C: 1.83 -1.77 3.51
C: 1.70 -0.68 4.61
C: 3.13 -2.56 3.80
H: -0.12 -4.58 2.47
H: 1.51 -4.68 3.21
H: 1.29 -3.84 1.63
H: -1.00 -3.67 4.58
H: 0.63 -3.60 5.37
H: -0.42 -2.13 5.27
H: 1.65 -1.13 5.62
H: 2.58 0.00 4.59
H: 0.79 -0.05 4.45
H: 3.35 -3.28 2.99
H: 4.00 -1.87 3.87
H: 3.04 -3.11 4.77

HOMO energy (alpha / beta): -15.478 / -15.477 eV
relative energy (zero: lowest compared OMol25 entry of this formula, charge and spin): 104.5 kcal/mol
2S+1: 2
charge: +2
HOMO-LUMO gap (alpha / beta): 0.2092 / 0.2068 hartree
LUMO level (alpha / beta): -9.79 / -9.85 eV

Listing E for the structures above in their given order: -9407.1515, -3057.3193, -2180.8959 a.u..